101
Properties=species:S:1:pos:R:3 method="wB97M-V/def2-TZVPD" spin_multiplicity=1 de_lowest_kcal_mol=17.7 energy_ev=-205919.02663 charge=+2 orbital_gap_ev=6.916 e_lumo_ev=-6.230
Ru -0.300 -0.300 -0.692
O 1.066 4.799 -1.155
C 1.562 4.889 0.116
C 2.228 6.059 0.452
C 2.757 6.210 1.719
C 2.618 5.199 2.663
C 1.972 4.028 2.318
C 1.452 3.843 1.037
C 0.872 2.552 0.545
O -0.539 2.748 0.186
N 0.937 1.503 1.505
N 0.856 0.209 1.056
C 1.403 -0.681 1.804
C 1.365 -2.101 1.578
Br 0.257 -2.666 0.127
C 1.953 -3.050 2.321
C 2.882 -2.854 3.432
C 2.827 -3.757 4.498
C 3.674 -3.610 5.582
C 4.609 -2.584 5.599
C 4.702 -1.708 4.526
C 3.845 -1.840 3.447
H 0.256 4.278 -1.158
H 2.303 6.839 -0.293
H 3.266 7.129 1.979
H 3.013 5.323 3.662
H 1.883 3.265 3.083
H 1.392 2.259 -0.374
H 1.598 1.630 2.257
H 1.920 -0.366 2.707
H 1.704 -4.083 2.094
H 2.109 -4.568 4.478
H 3.615 -4.305 6.409
H 5.284 -2.483 6.438
H 5.460 -0.936 4.522
H 3.964 -1.192 2.588
S -0.936 1.876 -1.155
C -2.661 1.685 -0.865
N -3.388 2.439 -1.644
N -4.661 2.528 -1.703
C -5.728 2.168 -0.815
C -5.613 2.170 0.567
C -6.737 1.898 1.332
C -7.958 1.630 0.730
C -8.068 1.659 -0.654
C -6.956 1.936 -1.429
N -3.117 0.786 0.072
N -2.301 -0.013 0.564
C -2.858 -0.914 1.522
C -4.206 -1.265 1.498
C -4.690 -2.138 2.456
C -3.845 -2.644 3.438
C -2.507 -2.279 3.463
C -2.008 -1.420 2.497
H -4.956 3.092 -2.490
H -4.683 2.418 1.055
H -6.656 1.913 2.411
H -8.826 1.417 1.338
H -9.020 1.473 -1.131
H -7.039 1.968 -2.509
H -4.858 -0.865 0.732
H -5.732 -2.427 2.439
H -4.235 -3.322 4.185
H -1.855 -2.658 4.239
H -0.977 -1.100 2.524
O -1.473 -1.139 -3.157
N -1.009 -0.808 -2.184
C 0.496 2.016 -6.130
C 0.732 0.650 -6.100
C 1.137 0.040 -4.920
C 1.305 0.784 -3.751
C 1.066 2.160 -3.800
C 0.669 2.773 -4.979
Ge 1.866 -0.127 -2.122
C 3.242 0.871 -1.156
C 3.863 0.339 -0.022
C 4.847 1.045 0.653
C 5.232 2.302 0.203
C 4.656 2.827 -0.941
C 3.676 2.113 -1.622
C 2.462 -1.949 -2.466
C 3.767 -2.317 -2.142
C 4.220 -3.608 -2.384
C 3.377 -4.547 -2.957
C 2.077 -4.191 -3.295
C 1.626 -2.905 -3.048
H 0.191 2.493 -7.052
H 0.618 0.059 -6.999
H 1.351 -1.023 -4.928
H 1.206 2.783 -2.923
H 0.504 3.843 -5.000
H 3.610 -0.663 0.307
H 5.336 0.611 1.517
H 5.999 2.856 0.729
H 4.974 3.791 -1.317
H 3.262 2.536 -2.527
H 4.451 -1.593 -1.717
H 5.239 -3.875 -2.134
H 3.732 -5.550 -3.152
H 1.419 -4.915 -3.759
H 0.609 -2.657 -3.332

94
Properties=species:S:1:pos:R:3 method="wB97M-V/def2-TZVPD" spin_multiplicity=1 de_lowest_kcal_mol=47.0 energy_ev=-128727.83797 charge=+1 orbital_gap_ev=6.869 e_lumo_ev=-2.641
Zn 0.367 0.441 1.308
C 1.006 4.158 1.518
Si 0.232 2.667 0.590
C 1.077 2.726 -1.131
C 0.862 3.846 -1.934
C 1.569 4.044 -3.106
C 2.517 3.118 -3.510
C 2.731 1.984 -2.748
C 2.014 1.783 -1.569
P 2.327 0.268 -0.604
C 4.142 0.152 -0.629
C 4.847 1.102 0.108
C 6.221 1.015 0.221
C 6.898 -0.034 -0.381
C 6.201 -0.981 -1.114
C 4.824 -0.893 -1.240
C 1.798 -1.105 -1.664
C 1.301 -1.077 -2.909
C 0.756 -2.275 -3.517
C 0.678 -3.446 -2.880
C 1.147 -3.638 -1.475
C 1.606 -2.320 -0.814
C -1.627 3.008 0.348
C -2.128 4.291 0.533
C -3.486 4.546 0.538
C -4.385 3.505 0.368
C -3.915 2.223 0.151
C -2.546 1.974 0.130
P -1.928 0.285 -0.195
C -3.150 -0.766 0.664
C -4.263 -1.375 0.095
C -5.025 -2.253 0.848
C -4.706 -2.510 2.172
C -3.624 -1.871 2.756
C -2.845 -1.019 2.001
C -2.326 0.064 -1.957
C -2.489 -1.228 -2.458
C -2.748 -1.427 -3.800
C -2.812 -0.342 -4.660
C -2.584 0.938 -4.180
C -2.336 1.144 -2.835
H 1.044 5.029 0.869
H 2.022 3.941 1.832
H 0.438 4.429 2.403
H 0.127 4.578 -1.628
H 1.390 4.927 -3.702
H 3.091 3.278 -4.411
H 3.470 1.254 -3.051
H 4.308 1.910 0.584
H 6.767 1.756 0.786
H 7.970 -0.112 -0.277
H 6.731 -1.797 -1.584
H 4.282 -1.625 -1.823
H 1.314 -0.171 -3.499
H 0.417 -2.197 -4.540
H 0.284 -4.321 -3.375
H 1.862 -4.466 -1.429
H 2.439 -2.462 -0.120
H -1.435 5.105 0.689
H -3.843 5.553 0.691
H -5.447 3.694 0.411
H -4.614 1.408 0.016
H -4.534 -1.173 -0.932
H -5.875 -2.743 0.395
H -5.295 -3.209 2.745
H -3.383 -2.051 3.794
H -1.982 -0.531 2.436
H -2.435 -2.075 -1.787
H -2.907 -2.428 -4.173
H -3.036 -0.496 -5.704
H -2.609 1.780 -4.856
H -2.163 2.143 -2.460
N 0.593 -2.353 3.522
C 0.426 -1.178 4.224
C 0.454 -1.270 5.624
C 0.285 -0.133 6.379
C 0.082 1.077 5.722
C 0.058 1.076 4.344
N 0.235 -0.018 3.599
C 0.487 -2.669 2.199
C 0.592 -4.111 1.934
C 0.344 -4.625 0.730
C 0.013 -3.745 -0.420
C 0.251 -2.262 -0.074
N 0.292 -1.792 1.279
H 0.780 -3.153 4.114
H 0.585 -2.231 6.096
H 0.303 -0.181 7.457
H -0.066 1.993 6.269
H -0.125 1.986 3.789
H 0.838 -4.749 2.771
H 0.380 -5.693 0.563
H -0.967 -4.004 -0.831
H -0.432 -1.614 -0.628

What did the second record say?
94
Properties=species:S:1:pos:R:3 method="wB97M-V/def2-TZVPD" spin_multiplicity=1 de_lowest_kcal_mol=47.0 energy_ev=-128727.83797 charge=+1 orbital_gap_ev=6.869 e_lumo_ev=-2.641
Zn 0.367 0.441 1.308
C 1.006 4.158 1.518
Si 0.232 2.667 0.590
C 1.077 2.726 -1.131
C 0.862 3.846 -1.934
C 1.569 4.044 -3.106
C 2.517 3.118 -3.510
C 2.731 1.984 -2.748
C 2.014 1.783 -1.569
P 2.327 0.268 -0.604
C 4.142 0.152 -0.629
C 4.847 1.102 0.108
C 6.221 1.015 0.221
C 6.898 -0.034 -0.381
C 6.201 -0.981 -1.114
C 4.824 -0.893 -1.240
C 1.798 -1.105 -1.664
C 1.301 -1.077 -2.909
C 0.756 -2.275 -3.517
C 0.678 -3.446 -2.880
C 1.147 -3.638 -1.475
C 1.606 -2.320 -0.814
C -1.627 3.008 0.348
C -2.128 4.291 0.533
C -3.486 4.546 0.538
C -4.385 3.505 0.368
C -3.915 2.223 0.151
C -2.546 1.974 0.130
P -1.928 0.285 -0.195
C -3.150 -0.766 0.664
C -4.263 -1.375 0.095
C -5.025 -2.253 0.848
C -4.706 -2.510 2.172
C -3.624 -1.871 2.756
C -2.845 -1.019 2.001
C -2.326 0.064 -1.957
C -2.489 -1.228 -2.458
C -2.748 -1.427 -3.800
C -2.812 -0.342 -4.660
C -2.584 0.938 -4.180
C -2.336 1.144 -2.835
H 1.044 5.029 0.869
H 2.022 3.941 1.832
H 0.438 4.429 2.403
H 0.127 4.578 -1.628
H 1.390 4.927 -3.702
H 3.091 3.278 -4.411
H 3.470 1.254 -3.051
H 4.308 1.910 0.584
H 6.767 1.756 0.786
H 7.970 -0.112 -0.277
H 6.731 -1.797 -1.584
H 4.282 -1.625 -1.823
H 1.314 -0.171 -3.499
H 0.417 -2.197 -4.540
H 0.284 -4.321 -3.375
H 1.862 -4.466 -1.429
H 2.439 -2.462 -0.120
H -1.435 5.105 0.689
H -3.843 5.553 0.691
H -5.447 3.694 0.411
H -4.614 1.408 0.016
H -4.534 -1.173 -0.932
H -5.875 -2.743 0.395
H -5.295 -3.209 2.745
H -3.383 -2.051 3.794
H -1.982 -0.531 2.436
H -2.435 -2.075 -1.787
H -2.907 -2.428 -4.173
H -3.036 -0.496 -5.704
H -2.609 1.780 -4.856
H -2.163 2.143 -2.460
N 0.593 -2.353 3.522
C 0.426 -1.178 4.224
C 0.454 -1.270 5.624
C 0.285 -0.133 6.379
C 0.082 1.077 5.722
C 0.058 1.076 4.344
N 0.235 -0.018 3.599
C 0.487 -2.669 2.199
C 0.592 -4.111 1.934
C 0.344 -4.625 0.730
C 0.013 -3.745 -0.420
C 0.251 -2.262 -0.074
N 0.292 -1.792 1.279
H 0.780 -3.153 4.114
H 0.585 -2.231 6.096
H 0.303 -0.181 7.457
H -0.066 1.993 6.269
H -0.125 1.986 3.789
H 0.838 -4.749 2.771
H 0.380 -5.693 0.563
H -0.967 -4.004 -0.831
H -0.432 -1.614 -0.628

Repeat the second record exactly.
94
Properties=species:S:1:pos:R:3 method="wB97M-V/def2-TZVPD" spin_multiplicity=1 de_lowest_kcal_mol=47.0 energy_ev=-128727.83797 charge=+1 orbital_gap_ev=6.869 e_lumo_ev=-2.641
Zn 0.367 0.441 1.308
C 1.006 4.158 1.518
Si 0.232 2.667 0.590
C 1.077 2.726 -1.131
C 0.862 3.846 -1.934
C 1.569 4.044 -3.106
C 2.517 3.118 -3.510
C 2.731 1.984 -2.748
C 2.014 1.783 -1.569
P 2.327 0.268 -0.604
C 4.142 0.152 -0.629
C 4.847 1.102 0.108
C 6.221 1.015 0.221
C 6.898 -0.034 -0.381
C 6.201 -0.981 -1.114
C 4.824 -0.893 -1.240
C 1.798 -1.105 -1.664
C 1.301 -1.077 -2.909
C 0.756 -2.275 -3.517
C 0.678 -3.446 -2.880
C 1.147 -3.638 -1.475
C 1.606 -2.320 -0.814
C -1.627 3.008 0.348
C -2.128 4.291 0.533
C -3.486 4.546 0.538
C -4.385 3.505 0.368
C -3.915 2.223 0.151
C -2.546 1.974 0.130
P -1.928 0.285 -0.195
C -3.150 -0.766 0.664
C -4.263 -1.375 0.095
C -5.025 -2.253 0.848
C -4.706 -2.510 2.172
C -3.624 -1.871 2.756
C -2.845 -1.019 2.001
C -2.326 0.064 -1.957
C -2.489 -1.228 -2.458
C -2.748 -1.427 -3.800
C -2.812 -0.342 -4.660
C -2.584 0.938 -4.180
C -2.336 1.144 -2.835
H 1.044 5.029 0.869
H 2.022 3.941 1.832
H 0.438 4.429 2.403
H 0.127 4.578 -1.628
H 1.390 4.927 -3.702
H 3.091 3.278 -4.411
H 3.470 1.254 -3.051
H 4.308 1.910 0.584
H 6.767 1.756 0.786
H 7.970 -0.112 -0.277
H 6.731 -1.797 -1.584
H 4.282 -1.625 -1.823
H 1.314 -0.171 -3.499
H 0.417 -2.197 -4.540
H 0.284 -4.321 -3.375
H 1.862 -4.466 -1.429
H 2.439 -2.462 -0.120
H -1.435 5.105 0.689
H -3.843 5.553 0.691
H -5.447 3.694 0.411
H -4.614 1.408 0.016
H -4.534 -1.173 -0.932
H -5.875 -2.743 0.395
H -5.295 -3.209 2.745
H -3.383 -2.051 3.794
H -1.982 -0.531 2.436
H -2.435 -2.075 -1.787
H -2.907 -2.428 -4.173
H -3.036 -0.496 -5.704
H -2.609 1.780 -4.856
H -2.163 2.143 -2.460
N 0.593 -2.353 3.522
C 0.426 -1.178 4.224
C 0.454 -1.270 5.624
C 0.285 -0.133 6.379
C 0.082 1.077 5.722
C 0.058 1.076 4.344
N 0.235 -0.018 3.599
C 0.487 -2.669 2.199
C 0.592 -4.111 1.934
C 0.344 -4.625 0.730
C 0.013 -3.745 -0.420
C 0.251 -2.262 -0.074
N 0.292 -1.792 1.279
H 0.780 -3.153 4.114
H 0.585 -2.231 6.096
H 0.303 -0.181 7.457
H -0.066 1.993 6.269
H -0.125 1.986 3.789
H 0.838 -4.749 2.771
H 0.380 -5.693 0.563
H -0.967 -4.004 -0.831
H -0.432 -1.614 -0.628